Below is a structure of composition C38H65BCl2F2LiMgN8O23S3, with properties calculated with ωB97M-V/def2-TZVPD.

## Properties
Max |F| ... 0.12699 Eh/bohr
Gap between HOMO and LUMO ... 0.89 eV
Net charge ... +1

XYZ file:
```
144
Properties=species:S:1:pos:R:3:forces:R:3:lowdin_charge:R:1
C -1.075 1.819 5.208 0.83 -0.42 0.26 -0.0967
O -2.347 1.262 5.477 -0.28 0.94 0.11 -0.2157
C -3.212 1.606 4.396 -0.14 -0.89 -1.34 -0.2084
C -2.991 0.716 3.133 -1.41 -0.16 0.77 -0.1644
C -3.902 1.149 1.955 1.53 0.97 -0.01 -0.1821
C -3.583 2.555 1.334 -0.42 -1.65 -0.07 -0.1995
C -4.416 2.662 0.021 0.55 1.39 0.40 -0.1666
C -3.602 2.908 -1.277 -0.61 -1.13 0.27 -0.1979
C -2.599 1.777 -1.530 0.69 -0.17 -0.39 -0.2142
C -1.290 2.234 -2.197 -0.20 1.08 0.11 -0.1620
C -0.451 3.128 -1.241 -0.05 -1.01 0.27 -0.1652
C 0.985 2.618 -0.931 -0.27 0.97 0.57 -0.1688
C 1.176 2.508 0.609 0.31 0.20 -1.26 -0.1542
C 0.402 1.399 1.305 -0.34 1.30 -0.57 -0.0960
N 0.991 0.015 1.342 -0.05 0.90 -0.88 0.0138
C 0.658 -0.938 0.245 -0.99 -2.84 0.11 -0.1438
O 0.122 -0.390 -0.980 1.00 -0.25 0.15 0.1132
C -1.030 -0.949 -1.149 5.60 3.35 -0.27 -0.3715
N -2.083 -1.290 -1.109 -5.90 -2.73 0.10 0.2155
C 1.703 -2.121 0.222 1.43 2.10 1.11 -0.1355
C 1.164 -3.554 0.100 0.07 1.25 -0.70 -0.0592
C 1.114 -4.112 -1.382 0.50 -1.32 -0.82 -0.6498
N -0.121 -3.787 -2.093 -0.85 1.76 1.51 0.0755
N 1.136 -5.554 -1.281 -0.54 0.73 0.27 0.1120
N 2.240 -3.723 -2.215 -0.53 -0.03 0.86 0.1367
C 2.425 -1.797 1.606 -1.46 -0.59 0.86 -0.2171
C 3.693 -2.564 1.999 -0.49 -0.10 1.47 -0.1009
C 3.499 -3.016 3.482 -0.54 0.30 -0.40 -0.1873
C 2.579 -4.255 3.630 0.68 1.14 -0.14 -0.1828
S 1.123 -3.966 4.645 -1.20 -2.92 2.14 0.5856
O 0.404 -5.194 4.684 -0.65 -0.53 -1.63 -0.2660
O 1.438 -3.565 5.966 1.32 2.08 -0.05 -0.2363
O 0.136 -2.863 3.974 1.49 0.79 -0.67 -0.1820
C 2.396 -0.250 1.814 1.69 -0.32 0.43 -0.6641
S 2.463 0.378 3.528 0.16 -0.39 0.50 0.9702
O 3.494 0.353 1.185 -0.53 0.27 1.23 -0.0914
N 3.402 0.369 -0.228 -2.09 0.42 -0.73 0.0381
O 4.309 -0.135 -0.680 2.11 -0.51 -1.22 0.1704
H -1.116 2.838 4.822 -0.26 0.02 -0.14 0.1055
H -0.557 1.146 4.515 0.17 0.26 -0.09 0.0501
H -0.477 1.851 6.117 -0.13 -0.16 0.17 0.0954
H -3.108 2.645 4.098 -0.03 0.38 0.48 0.1043
H -4.229 1.413 4.731 -0.11 0.18 0.05 0.1306
H -3.334 -0.283 3.428 0.22 -0.10 -0.05 0.1099
H -1.942 0.601 2.859 0.16 0.38 -0.16 0.0701
H -3.723 0.447 1.136 -0.46 -0.25 0.11 0.0935
H -4.946 1.155 2.264 -0.10 -0.32 -0.06 0.1226
H -2.508 2.579 1.138 0.04 0.23 -0.08 0.0627
H -3.796 3.327 2.061 -0.11 0.32 -0.07 0.0755
H -5.044 1.775 -0.054 0.07 -0.06 -0.33 0.1100
H -5.099 3.507 0.141 -0.14 -0.07 -0.05 0.1042
H -4.329 2.868 -2.096 0.09 0.18 -0.08 0.1001
H -3.121 3.881 -1.332 0.11 0.12 0.45 0.0656
H -3.057 1.013 -2.157 -0.13 -0.07 0.04 0.1134
H -2.324 1.274 -0.591 -0.21 0.14 0.03 0.0670
H -0.688 1.410 -2.577 -0.06 -0.11 0.00 0.0962
H -1.550 2.844 -3.064 -0.02 -0.18 -0.19 0.1164
H -0.986 3.152 -0.283 -0.05 0.14 -0.09 0.0729
H -0.408 4.170 -1.551 0.00 -0.05 -0.24 0.1040
H 1.670 3.412 -1.234 0.19 -0.17 -0.10 0.1155
H 1.286 1.733 -1.483 -0.17 -0.15 0.02 0.0878
H 2.244 2.556 0.801 0.03 -0.39 0.51 0.1024
H 0.775 3.445 1.001 -0.04 -0.09 0.24 0.1221
H -0.573 1.308 0.817 0.06 -0.21 -0.04 0.1171
H 0.171 1.725 2.315 0.29 -0.50 0.31 0.1065
H 0.473 -0.407 2.110 0.01 0.03 0.40 0.1488
H -0.215 -1.448 0.669 0.06 0.13 0.14 0.1470
H 2.539 -1.979 -0.464 -0.61 0.06 -0.70 0.1234
H 0.195 -3.649 0.616 0.06 -0.11 0.05 0.1127
H 1.852 -4.202 0.637 0.04 -0.03 0.00 0.1071
H 0.008 -2.957 -2.673 -0.01 -0.15 -0.34 0.0598
H -0.388 -4.534 -2.711 0.19 -0.49 -0.23 0.1086
H 2.079 -5.893 -1.332 0.23 -0.38 0.03 0.0941
H 0.672 -5.834 -0.423 0.24 -0.74 -0.17 0.0414
H 2.147 -2.773 -2.535 0.10 0.28 -0.50 0.0691
H 3.100 -3.828 -1.702 0.54 -0.09 -0.12 0.0778
H 1.679 -2.123 2.352 0.02 -0.06 -0.11 0.1069
H 3.822 -3.489 1.440 0.13 0.27 -0.51 0.1238
H 4.603 -1.972 1.995 0.03 0.19 -0.57 0.1241
H 3.013 -2.214 4.042 0.36 0.15 0.00 0.0601
H 4.462 -3.155 3.960 0.06 -0.33 0.04 0.1256
H 2.276 -4.719 2.696 -0.28 0.10 -0.07 0.0969
H 3.156 -5.010 4.161 -0.58 -0.20 0.42 0.1266
H -0.752 -3.218 3.903 -0.36 -0.63 0.18 0.0874
H 3.165 1.529 3.349 -0.29 -0.47 -0.42 -0.0539
C 7.112 -2.000 -2.957 -0.40 0.26 -0.28 -0.1640
C 6.508 -2.590 -1.701 0.52 -0.03 0.31 -0.1860
O 6.126 -3.916 -2.065 -0.19 0.21 -0.28 -0.2077
S 7.162 -4.483 -3.171 0.15 0.47 -0.07 0.6076
O 8.127 -5.272 -2.511 0.28 -0.26 0.11 -0.2019
O 6.420 -4.951 -4.272 -0.28 -0.29 -0.19 -0.1889
O 7.841 -3.073 -3.555 -0.11 -0.23 0.52 -0.1732
H 6.338 -1.680 -3.658 -0.02 0.03 0.02 0.1388
H 7.773 -1.164 -2.745 0.21 -0.12 -0.08 0.1373
H 5.649 -2.027 -1.351 -0.17 -0.17 -0.08 0.0928
H 7.249 -2.658 -0.900 0.01 0.09 0.01 0.1358
C 0.997 -9.417 -0.151 2.02 -0.87 -0.02 0.0900
C -0.209 -8.551 0.342 -1.95 0.85 -0.15 -0.6502
O 0.095 -7.407 0.679 1.13 0.57 0.28 0.0502
O -1.274 -9.132 0.327 -0.19 -0.95 -0.11 0.1895
H 1.926 -8.856 -0.119 -0.10 0.21 0.20 0.0810
H 1.104 -10.301 0.475 -0.22 0.04 0.09 0.0991
H 0.786 -9.722 -1.188 -1.18 0.20 -0.93 0.0635
Li -1.659 -3.181 -0.543 -0.12 -0.75 -1.09 0.7295
F -0.141 -9.892 -2.817 0.44 0.11 0.85 -0.3535
B -1.567 -2.521 -6.982 -0.56 -0.25 -0.73 -0.8568
O -2.663 -1.574 -7.268 0.51 -0.51 0.26 0.2239
C -3.743 -2.284 -7.590 0.22 0.78 0.03 -0.4069
O -4.797 -1.821 -7.874 -0.82 0.19 -0.17 0.1694
C -3.394 -3.755 -7.527 0.62 -0.61 0.11 -0.4048
O -4.125 -4.659 -7.752 -0.70 -0.55 -0.16 0.1788
O -2.116 -3.877 -7.168 0.16 0.80 0.19 0.2300
O -0.408 -2.284 -7.876 -0.28 0.00 0.95 0.2486
C 0.638 -2.000 -7.120 -0.16 -0.10 -1.15 -0.4114
O 1.729 -1.754 -7.518 0.89 0.25 0.09 0.1704
C 0.212 -2.036 -5.667 -0.70 -0.15 0.53 -0.4093
O 0.906 -1.823 -4.711 0.70 0.20 1.02 0.0993
O -1.060 -2.339 -5.591 0.12 0.01 -0.26 0.2278
C 0.271 9.849 -1.485 0.03 0.03 0.01 -0.0470
C 0.408 8.989 -2.567 0.02 0.09 0.12 -0.0526
C -0.439 7.908 -2.703 0.18 -0.15 -0.36 0.0055
C -1.423 7.699 -1.748 -0.13 0.17 0.03 -0.1574
C -1.565 8.546 -0.659 -0.24 0.08 0.33 0.0049
C -0.712 9.624 -0.531 0.12 0.06 -0.08 -0.0456
N -2.322 6.589 -1.897 1.87 0.75 0.80 -0.3983
O -2.183 5.838 -2.855 -0.90 -0.44 -0.36 -0.0488
O -3.226 6.438 -1.055 -0.80 -0.21 -0.45 -0.2092
H 0.933 10.698 -1.385 0.02 0.02 0.00 0.1152
H 1.175 9.168 -3.306 0.01 -0.02 -0.05 0.1152
H -0.327 7.244 -3.547 -0.13 -0.08 0.01 0.1222
H -2.329 8.379 0.085 -0.05 -0.13 -0.04 0.1128
H -0.813 10.293 0.311 -0.03 0.00 0.04 0.1177
C -3.138 6.281 2.834 -0.67 0.07 0.44 -1.0448
Cl -2.509 7.033 4.262 0.46 0.66 -0.09 0.5606
Cl -1.852 5.521 1.883 0.44 -0.24 -0.49 0.4958
H -3.842 5.513 3.139 0.10 -0.07 0.27 0.0001
H -3.640 7.024 2.225 0.16 0.03 -0.18 0.0211
N -3.711 2.448 7.895 -0.18 -0.21 0.02 0.3302
H -3.260 2.081 7.042 0.22 -0.08 -0.38 0.1034
H -4.578 2.919 7.633 -0.02 0.33 -0.22 0.1495
H -3.906 1.682 8.542 0.02 0.11 -0.07 0.1544
H -3.093 3.124 8.333 0.08 0.30 -0.01 0.1523
F -3.933 5.177 5.484 -0.21 -1.32 0.33 -0.8089
Mg -4.769 6.003 -2.582 -0.02 -0.17 0.01 0.8429
```
Forces are in eV/Å.